Density functional theory data (the ωB97M-V functional and the def2-TZVPD basis) for a structure of composition C35H43ClFeN2Si2 in a non-equilibrium geometry.

## Properties
Lowest unoccupied orbital energy (alpha / beta), eV: -0.35 / 0.15
Energy above the lowest of the compared OMol25 structures with the same formula, charge and spin, eV: 3.444
E_HOMO (alpha / beta), eV: -5.643 / -7.387
HOMO-LUMO gap (alpha / beta), eV: 5.3 / 7.5
Multiplicity: 5
Expectation value of S²: 6.139

XYZ file:
```
84
C35H43ClFeN2Si2 the ωB97M-V functional and the def2-TZVPD basis
C 0.40153 4.46388 0.07015
C 1.17350 3.71780 -0.87241
C 0.27933 2.90613 -1.63557
H 2.24069 3.81524 -1.05484
C -1.05505 3.17533 -1.18012
C -0.98360 4.11371 -0.11127
H -1.83115 4.55313 0.40584
H 0.78892 5.24865 0.71855
H 0.56514 2.28759 -2.47851
H -1.96949 2.78931 -1.61002
Fe 0.10949 2.31752 0.44581
Si -0.16089 -1.56672 1.48329
C 1.59801 -1.96149 0.92564
C 2.23268 -3.12569 1.37169
H 1.67700 -3.82810 1.99633
C 3.55627 -3.40214 1.00099
H 4.02918 -4.32667 1.32756
C 4.27930 -2.49812 0.21990
H 5.30971 -2.71616 -0.07621
C 3.67784 -1.30128 -0.16908
H 4.22796 -0.57250 -0.76702
C 2.35170 -1.04542 0.18089
H 1.90952 -0.10093 -0.14583
C -1.10420 -0.87292 -0.08502
C -0.51184 -0.12770 -1.21255
H 0.56136 0.00346 -1.33875
C -1.38338 0.17283 -2.34333
H -0.94818 0.55992 -3.26514
C -2.77285 0.38101 -2.06240
H -3.40533 0.82985 -2.82750
C -3.26383 0.02973 -0.82255
H -4.30433 0.26038 -0.58178
C -2.47875 -0.58086 0.15078
H -2.89731 -0.78414 1.14006
H 0.02197 0.33393 1.36268
Si -1.15925 -1.67860 -1.98150
C -2.57936 -2.82998 -2.51713
C -2.53549 -3.41975 -3.78928
H -1.68223 -3.23140 -4.44269
C -3.56885 -4.26402 -4.21673
H -3.50581 -4.73565 -5.19427
C -4.67689 -4.51013 -3.39488
H -5.49441 -5.14975 -3.73218
C -4.72456 -3.91397 -2.13509
H -5.58203 -4.07503 -1.48394
C -3.67275 -3.11077 -1.68690
H -3.69765 -2.69981 -0.67836
C 0.35401 -2.81495 -2.32078
C 1.49898 -2.43952 -3.03402
H 1.56181 -1.44835 -3.49142
C 2.56320 -3.33860 -3.16407
H 3.44937 -3.04897 -3.73374
C 2.50517 -4.60125 -2.56238
H 3.35015 -5.28916 -2.64403
C 1.35789 -4.98203 -1.86018
H 1.28752 -5.96358 -1.38707
C 0.28409 -4.09633 -1.75698
H -0.61816 -4.40870 -1.22239
H 0.00010 -1.23997 2.88461
Cl -1.20720 -3.34796 1.64293
C -2.11217 3.33801 3.38072
N -0.84714 3.95074 3.00039
C -0.96263 5.40737 2.99814
C 0.28513 3.48470 3.80311
C 1.59331 3.52446 3.01803
N 1.73064 2.39172 2.06151
C 3.02162 2.54744 1.35515
C 1.85013 1.14989 2.86888
H -2.88237 3.62402 2.65162
H -2.44625 3.66950 4.38224
H -2.00971 2.24377 3.38902
H -1.24914 5.78310 4.00084
H -0.00884 5.87183 2.70975
H -1.73847 5.70309 2.27843
H 0.43000 4.15852 4.67449
H 0.06733 2.47570 4.18674
H 1.68725 4.47622 2.47401
H 2.42535 3.45460 3.73902
H 3.83783 2.43178 2.08268
H 3.12163 1.77757 0.57908
H 3.09549 3.52879 0.88839
H 0.93234 0.93122 3.41872
H 2.68404 1.27185 3.57888
H 2.06606 0.29376 2.22239
```

Density functional theory data (the ωB97M-V functional and the def2-TZVPD basis) for a structure of composition C35H43N11O2RbS3.

## Properties
Lowest unoccupied orbital energy, eV: 2.09
Charge: -1
Energy above the lowest of the compared OMol25 structures with the same formula, charge and spin, eV: 0.000
E_HOMO, eV: -3.637
HOMO-LUMO gap, eV: 5.7

XYZ file:
```
95
C35H43N11O2RbS3 the ωB97M-V functional and the def2-TZVPD basis
Rb 0.03021 -0.61931 0.73247
O 2.80105 -0.73159 1.92350
C 2.22908 0.19491 2.54714
O 1.73262 1.23152 2.00045
C 2.03179 0.07550 4.04791
C 2.57188 1.07163 4.85258
C 2.42952 1.05349 6.23392
C 1.70799 0.01760 6.81394
C 1.14030 -0.96344 6.01690
C 1.27525 -0.96945 4.61805
S 0.44951 -2.20928 3.68299
H 3.10674 1.88205 4.36955
H 2.87008 1.83327 6.84389
H 1.58148 -0.02512 7.89073
H 0.56489 -1.76595 6.46482
N -0.96133 -2.96090 -3.26434
C -1.37063 -3.09537 -4.60075
C -0.45502 -2.99580 -5.63911
C -0.88483 -3.11680 -6.95409
C -2.21794 -3.37254 -7.23533
C -3.12843 -3.49309 -6.19261
C -2.71452 -3.32216 -4.88138
S -3.86144 -3.33761 -3.53597
N -2.90023 -3.84097 -2.23610
C -1.65578 -3.55756 -2.23606
C -0.84203 -3.84916 -1.02112
C -1.44907 -4.25116 0.16549
C -0.65283 -4.42945 1.28266
C 0.71723 -4.22089 1.17816
C 1.22564 -3.83311 -0.04796
N 0.46929 -3.63312 -1.12888
H 0.03233 -2.87805 -3.09498
H 0.58093 -2.77009 -5.41411
H -0.16778 -3.00622 -7.75709
H -2.55331 -3.47334 -8.25935
H -4.17401 -3.69723 -6.39209
H -2.52003 -4.39197 0.18883
H -1.08730 -4.69326 2.23778
H 1.36109 -4.28897 2.04253
H 2.28642 -3.64194 -0.16114
C -1.92863 3.33504 4.48674
N -1.75321 1.90982 4.31423
C -1.99026 1.09001 5.49607
C -2.36010 -0.27511 4.92744
N -2.76397 0.05386 3.56787
C -2.98672 -1.02187 2.63330
C -2.16752 1.23726 3.16846
N -2.05039 1.55012 1.93265
C -1.40243 2.78112 1.52057
C -0.51600 2.57310 0.28600
N -1.11636 1.77618 -0.76381
C -1.41120 2.25245 -1.90180
N -1.87204 1.44604 -2.94145
C -1.63688 0.02353 -2.85666
C -1.58097 2.11324 -4.19684
C -1.73787 3.56929 -3.79318
N -1.32314 3.56550 -2.39556
C -1.77785 4.68430 -1.58504
H -2.63299 3.52606 5.30538
H -2.33780 3.79222 3.59156
H -0.98394 3.82820 4.73083
H -2.81653 1.51682 6.08101
H -1.10105 1.04067 6.12652
H -3.18697 -0.74144 5.46912
H -1.50837 -0.96036 4.91638
H -3.87279 -1.58892 2.92896
H -2.12735 -1.70478 2.61314
H -3.15754 -0.59232 1.64765
H -0.73131 3.19396 2.28135
H -2.17156 3.53543 1.29983
H 0.37203 2.05195 0.65351
H -0.15574 3.54954 -0.06187
H -2.07684 -0.35620 -1.93582
H -0.56911 -0.22613 -2.88102
H -2.12265 -0.46459 -3.70084
H -2.28109 1.81498 -4.97722
H -0.56259 1.89330 -4.54514
H -2.78852 3.87821 -3.87769
H -1.12635 4.24772 -4.39027
H -2.51581 5.26080 -2.14945
H -0.96247 5.35552 -1.30822
H -2.25585 4.32805 -0.67503
C 1.97511 2.21328 -2.56337
N 2.34670 0.85694 -2.21808
C 2.70890 0.44093 -0.93868
C 3.01245 -0.86784 -1.02035
N 2.83671 -1.22858 -2.34730
C 2.41338 -0.17948 -3.09007
S 2.02292 -0.20223 -4.73504
H 2.86079 2.84848 -2.60565
H 1.28213 2.59695 -1.81943
H 1.50128 2.19696 -3.54124
H 2.65865 1.06779 -0.05705
H 3.31982 -1.52652 -0.22791
H 2.95362 -2.14490 -2.74127
```